Formula: C44H70Br2F3IN2O17P
Source: the Open Molecules 2025 dataset
Level of theory: ωB97M-V with the def2-TZVPD basis set

XYZ file:
```
140
Properties=species:S:1:pos:R:3:lowdin_charge:R:1
H -5.258 -3.322 8.290 0.13
H -2.226 -6.984 -4.742 0.14
C 3.688 6.556 -7.166 -0.15
C 5.994 0.693 6.543 -0.16
C -0.520 2.318 7.585 -0.06
C 0.358 -1.003 3.154 -0.07
C 2.732 6.431 -5.102 -0.46
H -0.508 -9.542 -1.450 0.13
C -3.075 -2.145 6.901 -0.08
H -1.058 1.757 1.847 0.12
F -1.729 4.090 1.457 0.12
O -0.683 1.699 5.323 -0.01
F -3.549 2.952 0.853 0.08
H 0.356 -0.973 -1.260 0.08
O 0.783 2.489 -1.349 -0.27
H -2.355 2.898 5.492 0.13
H -0.983 -2.564 0.879 0.12
H 1.654 2.071 3.935 0.05
I 2.789 0.564 -0.691 1.07
H -1.973 0.738 7.607 0.11
H -2.763 -9.733 0.409 0.13
H 1.991 4.025 -3.937 0.03
H -1.247 0.420 3.483 0.11
H 1.628 6.919 -7.644 0.12
H -1.400 5.884 -4.505 0.06
H 6.023 2.608 5.489 0.12
O 3.549 5.782 -5.966 0.04
H -2.452 -4.362 -3.462 0.14
C -4.279 -1.321 6.523 -0.47
O -3.211 -10.695 -1.359 0.03
C 0.920 1.662 -0.192 -0.60
C -0.104 -0.837 -0.221 -0.22
H 1.281 -1.104 2.518 0.06
C -1.235 -11.162 -0.194 -0.16
H -0.591 -10.830 0.621 0.12
C 1.349 2.522 -7.832 -0.48
C -1.597 2.779 -0.725 -0.46
O 0.666 3.452 -7.490 0.09
H 2.629 8.369 -7.774 0.12
H 3.123 3.046 -8.887 0.13
C -0.354 0.678 0.170 -0.38
C -2.401 3.611 0.358 -0.49
H 3.403 0.647 -7.233 0.13
C -2.019 1.907 5.810 -0.16
H 3.451 0.759 -9.673 0.12
H -2.701 2.330 7.840 0.13
H -1.601 6.035 -2.684 0.05
H -1.066 -2.713 -0.906 0.12
C -0.272 3.458 -1.357 -0.52
C -0.914 5.657 -3.508 -0.27
C 0.109 4.924 -0.801 -0.13
C 2.213 2.467 -9.064 -0.08
O 1.476 1.374 -7.117 0.02
H -2.349 -4.589 -1.683 0.11
C 5.946 1.539 5.290 -0.15
H 4.622 7.122 -7.109 0.13
C -2.190 -5.053 -2.657 -0.09
H 0.603 3.198 1.532 0.11
H -3.261 -1.436 -1.006 0.10
H -0.566 5.583 -0.182 0.11
H 4.660 1.167 3.584 0.11
C -0.830 -0.120 2.558 -0.23
H 1.679 2.847 -9.934 0.13
N -0.532 0.920 1.595 0.03
C -2.196 -10.562 -2.253 -0.48
C -1.915 1.790 7.312 -0.15
C -0.758 -5.482 -2.824 -0.48
H -3.546 -3.955 5.849 0.12
H -5.730 -4.095 6.762 0.13
O -4.262 -0.170 6.170 0.10
H 0.989 3.326 -5.301 0.03
H 0.679 -0.641 4.191 0.08
C -1.204 -1.945 -0.064 -0.17
O 0.208 -4.820 -2.543 0.10
H -3.048 -2.979 1.384 0.08
C -2.675 -10.731 -0.030 -0.16
F -2.942 4.754 -0.276 0.00
H 7.017 0.464 6.843 0.13
H 6.767 1.260 4.622 0.12
H 1.706 0.502 -9.761 0.12
H 1.948 5.263 -2.079 0.05
H -1.178 -12.253 -0.246 0.12
C -2.027 -7.171 -3.683 -0.14
H 1.142 7.818 -5.527 0.13
C -2.934 -6.369 -2.778 -0.15
C 1.098 3.339 -4.165 -0.24
H -0.513 3.403 7.711 0.14
H -3.246 -11.434 0.576 0.13
H 2.056 3.385 0.503 0.12
C 1.404 5.478 -1.097 0.04
C 0.206 1.967 6.314 -0.46
H 0.750 -1.172 0.469 0.09
C -3.630 -3.555 6.863 -0.16
O 2.200 2.619 3.333 -0.12
H 2.772 8.545 -5.343 0.14
N -1.540 1.284 -0.570 -0.29
C 2.445 0.524 -7.747 -0.15
C 4.479 -0.292 5.154 -0.47
C 2.420 1.913 2.064 -0.30
C 4.626 1.125 4.672 -0.08
H 3.730 5.891 -8.029 0.12
O -5.413 -2.048 6.676 0.04
C 2.473 7.455 -7.200 -0.15
H -0.064 1.829 8.444 0.13
C -5.086 -3.338 7.211 -0.15
H -2.751 -1.861 7.905 0.13
H -2.995 -6.847 -1.796 0.12
H -1.683 -0.854 2.322 0.10
O -0.697 -6.718 -3.380 0.04
H -0.037 -2.065 3.331 0.09
H -3.085 -0.819 0.718 0.11
H -2.685 1.156 5.387 0.09
H 2.130 -0.517 -7.662 0.13
Br -2.950 2.973 -2.283 0.72
C 2.502 0.984 -9.186 -0.16
O -3.414 -2.858 0.487 -0.10
H 3.516 2.125 1.822 0.10
O 3.717 -1.112 4.710 0.10
P -0.485 3.843 -3.253 0.88
O -2.358 -10.422 -3.436 0.11
O 2.503 6.050 -3.981 0.06
Br -1.748 0.580 -2.348 0.93
H 1.359 2.266 -3.863 0.05
H 0.064 6.251 -3.470 0.03
C 1.408 2.591 1.023 -0.18
C -2.751 -1.636 -0.002 -0.27
H 5.477 1.165 7.383 0.13
H 1.906 6.164 -0.338 0.09
H -2.103 -8.241 -3.493 0.09
C 2.205 7.694 -5.728 -0.07
H -2.267 -2.011 6.183 0.12
O 1.400 1.956 6.164 0.12
H -0.144 -11.187 -2.069 0.13
H -2.396 0.989 -0.072 0.12
C -0.869 -10.570 -1.540 -0.08
H -3.948 -6.266 -3.165 0.12
H 3.793 1.718 5.054 0.11
H 2.213 0.827 2.283 0.08
O 5.307 -0.520 6.207 0.03
H -3.124 -4.245 7.539 0.12
```

Output
Total charge: +1
F_max in eV/Å: 3.60
HOMO level in eV: -9.262
LUMO in eV: -4.46
E in eV: -250163.9285